Computed, not measured: a structure of composition C10H4BeN2O4 at a distorted geometry, with ωB97M-V/def2-TZVPD.

Calculated values
net charge	+2
molecular weight	225.2	g mol⁻¹
E_LUMO (alpha / beta)	-12.515 / -12.534	eV
ΔE to the lowest compared entry with this formula, charge and spin	82.60	kJ/mol

Structure (XYZ):
```
21
Properties=species:S:1:pos:R:3:nbo_charge:R:1
O 0.21 -2.77 -0.73 -0.1989
C 0.07 -1.73 -0.25 0.3172
Be -0.14 -0.29 0.56 1.5219
O -2.38 0.31 -1.12 -0.1160
C -1.31 0.28 -0.59 0.2025
C 1.16 0.16 -0.53 0.2144
O 2.26 0.21 -1.00 -0.1319
C -0.04 1.12 -0.64 0.1539
O 0.02 2.30 -1.01 -0.1445
N -0.13 -3.41 5.63 -0.1150
C -0.11 -2.39 5.05 0.1858
C -0.09 -1.16 4.28 -0.1239
C -0.09 0.09 4.91 -0.0219
C -0.09 1.23 4.13 -0.2009
C -0.10 1.11 2.74 0.0861
N -0.10 -0.10 2.15 -0.7586
C -0.10 -1.24 2.90 0.0883
H -0.10 0.14 6.00 0.2873
H -0.09 2.24 4.54 0.2850
H -0.11 1.98 2.07 0.2296
H -0.13 -2.21 2.38 0.2396
```

=====

Computed, not measured: a structure of composition C10H4BeN2O4 at a distorted geometry, with ωB97M-V/def2-TZVPD.

Calculated values
net charge	+2
molecular weight	225.2	g mol⁻¹
E_LUMO (alpha / beta)	-12.276 / -12.262	eV
ΔE to the lowest compared entry with this formula, charge and spin	0.00	kJ/mol

Structure (XYZ):
```
21
Properties=species:S:1:pos:R:3:nbo_charge:R:1
O 0.21 -2.81 -2.76 -0.2420
C 0.14 -1.84 -2.16 0.3578
Be -0.07 -0.18 -1.39 1.5125
O -2.35 0.50 -3.09 -0.1239
C -1.27 0.44 -2.58 0.1626
C 1.24 0.41 -2.53 0.1688
O 2.34 0.55 -2.95 -0.1285
C 0.04 1.30 -2.76 0.2596
O 0.15 2.35 -3.40 -0.1322
N -0.08 -3.25 3.49 -0.1179
C -0.06 -2.20 2.99 0.1877
C -0.04 -0.94 2.29 -0.1295
C -0.03 0.25 3.01 -0.0242
C -0.04 1.46 2.30 -0.1918
C -0.05 1.41 0.91 0.0808
N -0.07 0.27 0.20 -0.7484
C -0.04 -0.91 0.90 0.0782
H 0.01 0.22 4.11 0.2894
H -0.04 2.45 2.79 0.2898
H -0.01 2.32 0.34 0.2328
H 0.01 -1.79 0.30 0.2187
```

=====

Computed, not measured: a structure of composition C10H4ClHgIO2 at a distorted geometry, with ωB97M-V/def2-TZVPD.

Calculated values
net charge	+2
molecular weight	519.1	g mol⁻¹
E_LUMO	-12.264	eV

Structure (XYZ):
```
19
Properties=species:S:1:pos:R:3:nbo_charge:R:1
O -0.53 2.71 0.13 -0.6611
C -0.43 1.50 0.52 0.4913
C -0.83 1.19 1.86 -0.2840
C -0.83 -0.02 2.39 -0.0501
C -0.50 -1.19 1.51 0.4887
O -0.65 -2.28 1.95 -0.3543
C 0.00 -0.88 0.13 -0.1402
C 0.03 0.46 -0.32 -0.0993
C 0.48 0.81 -1.59 -0.0853
C 0.97 -0.19 -2.41 -0.2302
C 0.97 -1.51 -2.00 -0.1060
I 1.67 -2.93 -3.31 0.4456
C 0.48 -1.88 -0.71 -0.0325
Cl 0.51 -3.51 -0.26 0.1957
H -1.14 2.13 2.41 0.1105
H -1.10 -0.23 3.42 0.2849
H 0.48 1.83 -1.92 0.2517
H 1.36 0.04 -3.38 0.2681
Hg -0.93 3.97 1.57 1.5064
```

=====

Computed, not measured: a structure of composition C10H4GaN2O4 at a distorted geometry, with ωB97M-V/def2-TZVPD.

Calculated values
net charge	+3
molecular weight	285.9	g mol⁻¹
E_LUMO	-14.649	eV

Structure (XYZ):
```
21
Properties=species:S:1:pos:R:3:nbo_charge:R:1
Ga 2.39 -0.54 -0.92 1.1106
O 2.08 -3.72 -0.92 -0.1102
C 2.20 -2.57 -0.92 0.5514
C 1.07 0.38 -2.20 0.5297
O 0.29 0.89 -2.88 -0.1464
C 2.28 0.26 0.97 0.5307
O 2.17 0.71 2.03 -0.1456
C 4.35 0.10 -1.65 0.5514
O 5.37 0.45 -2.04 -0.1325
N -2.64 3.76 1.14 -0.0966
C -2.33 2.65 0.98 0.1717
C -1.98 1.26 0.80 -0.1040
C -2.87 0.22 1.09 -0.0583
C -2.46 -1.09 0.88 -0.1755
C -1.16 -1.31 0.39 0.0396
N -0.34 -0.31 0.12 -0.5300
C -0.70 0.95 0.31 0.0117
H -3.86 0.46 1.47 0.2941
H -3.10 -1.94 1.09 0.2892
H -0.79 -2.33 0.21 0.2151
H 0.01 1.73 0.07 0.2040
```

=====

Computed, not measured: a cluster of 16 separate species, C10H52O21 in total at a distorted geometry, with ωB97M-V/def2-TZVPD.

Calculated values
net charge	0
molecular weight	508.5	g mol⁻¹
E_LUMO	-0.759	eV
ΔE to the lowest compared entry with this formula, charge and spin	369.00	kJ/mol

Structure (XYZ):
```
83
Properties=species:S:1:pos:R:3:lowdin_charge:R:1
O -1.66 -0.43 -4.70 -0.0451
H -2.08 0.08 -4.01 -0.0288
H -2.00 -0.10 -5.53 0.0405
O -1.34 0.08 3.35 -0.0408
H -1.91 -0.70 3.54 0.0616
H -1.65 0.44 2.55 -0.0608
O 1.90 -3.65 0.87 -0.0348
H 1.11 -3.76 0.38 -0.0347
H 1.51 -3.47 1.73 0.0439
O 3.38 -1.60 -0.42 -0.0301
H 3.10 -1.68 -1.33 0.0456
H 2.80 -2.29 -0.11 -0.0221
O -3.58 -1.55 -1.01 -0.0088
H -3.87 -2.47 -1.05 0.0571
H -3.30 -1.44 -0.14 -0.0651
O -3.19 -1.31 1.57 -0.0133
H -4.09 -1.63 1.57 0.0927
H -2.60 -2.04 1.67 0.0705
O 1.63 0.38 -3.90 -0.0688
H 2.22 0.45 -3.15 -0.0418
H 0.97 -0.29 -3.72 0.0058
O -1.69 -3.36 -2.85 -0.0456
H -1.84 -2.39 -2.69 0.0476
H -2.29 -3.83 -2.26 0.0119
O -0.48 -4.31 -0.35 -0.0084
H -0.76 -4.34 -1.26 0.0259
H -1.10 -4.83 0.12 0.0336
O 3.28 0.82 -1.83 -0.0256
H 3.41 0.39 -1.02 -0.0205
H 3.16 1.74 -1.53 0.0460
O -2.42 1.42 1.32 -0.0304
H -1.92 1.67 0.53 0.0181
H -2.81 0.57 1.04 0.0244
C 2.54 -2.00 4.36 -0.3180
C 1.52 -1.39 5.32 -0.1548
O 0.27 -2.05 4.99 -0.0590
O 2.61 -3.33 4.56 -0.0174
H 3.49 -1.71 4.67 0.0866
H 2.56 -1.57 3.34 0.1101
H 1.45 -0.34 5.19 0.1056
H 1.87 -1.65 6.32 0.1256
H 0.45 -2.96 4.82 0.0489
H 3.48 -3.59 4.25 0.1078
C -3.20 1.51 -2.57 -0.2556
C -4.30 2.56 -2.39 -0.2347
O -3.76 3.51 -1.51 -0.0573
O -3.77 0.47 -3.27 -0.0549
H -2.93 1.24 -1.55 0.1072
H -2.49 1.99 -3.20 0.1231
H -5.25 2.17 -2.14 0.1126
H -4.63 3.05 -3.29 0.1139
H -3.02 3.99 -1.87 0.0736
H -4.25 -0.14 -2.76 0.0694
C 0.35 2.78 -1.79 -0.1664
C 0.08 4.14 -2.43 -0.2062
O 1.25 4.48 -3.21 -0.0601
O -0.79 2.52 -0.92 -0.0964
H 1.30 2.79 -1.26 0.1028
H 0.41 1.97 -2.59 0.1283
H -0.01 4.95 -1.69 0.1285
H -0.75 4.20 -3.08 0.1027
H 1.20 4.25 -4.14 0.0856
H -0.76 3.17 -0.27 0.0623
C 3.68 1.84 1.65 -0.2891
C 2.95 0.88 2.59 -0.2009
O 3.80 0.62 3.74 -0.0572
O 2.92 2.22 0.63 -0.0644
H 4.58 1.39 1.28 0.1323
H 3.86 2.72 2.24 0.1245
H 2.61 -0.01 2.05 0.0896
H 2.04 1.33 3.05 0.1381
H 4.10 -0.26 3.72 0.0305
H 2.25 2.87 0.92 0.1256
C 0.48 -0.22 0.38 -0.2079
C -0.17 -0.98 -0.79 -0.1724
O -0.45 -0.22 -1.97 -0.0466
O 0.34 -1.09 1.48 -0.0595
H 0.18 0.77 0.66 0.1012
H 1.55 -0.04 0.21 0.0823
H -1.10 -1.47 -0.58 0.0784
H 0.35 -1.86 -0.93 0.0786
H -0.51 0.68 -1.72 -0.0011
H -0.23 -0.77 2.14 0.0044
```

=====

Computed, not measured: a structure of composition C10H5CdNO3 at a distorted geometry, with ωB97M-V/def2-TZVPD.

Calculated values
net charge	+2
molecular weight	299.6	g mol⁻¹
E_LUMO	-8.958	eV

Structure (XYZ):
```
20
Properties=species:S:1:pos:R:3:nbo_charge:R:1
O -3.25 -4.52 1.88 -0.3589
C -3.33 -3.57 1.28 0.4214
Cd -3.30 -1.00 -0.28 1.5654
C -4.74 0.18 0.89 0.3897
C -3.91 -1.74 -2.26 0.3894
O -5.43 0.91 1.42 -0.2534
O -4.18 -2.00 -3.34 -0.2536
N -1.22 -0.47 -0.06 -0.7377
C -0.14 -0.05 -0.02 0.6115
C 1.18 0.49 0.01 -0.2894
C 1.49 1.63 -0.77 -0.1036
C 2.78 2.16 -0.75 -0.2066
C 3.74 1.56 0.07 -0.1004
C 3.47 0.43 0.86 -0.2018
C 2.18 -0.11 0.83 -0.1098
H 0.72 2.08 -1.40 0.2322
H 3.02 3.04 -1.35 0.2579
H 4.75 1.98 0.09 0.2508
H 4.24 -0.02 1.48 0.2586
H 1.94 -0.98 1.43 0.2384
```

=====

Computed, not measured: a structure of composition C10H5Cl2InNO3Ti at a distorted geometry, with ωB97M-V/def2-TZVPD.

Calculated values
net charge	+4
molecular weight	420.7	g mol⁻¹
E_LUMO (alpha / beta)	-18.157 / -18.157	eV
ΔE to the lowest compared entry with this formula, charge and spin	231.13	kJ/mol
multiplicity	2

Structure (XYZ):
```
23
Properties=species:S:1:pos:R:3:nbo_charge:R:1
In 0.37 0.86 -6.55 1.1321
Ti 0.00 0.19 -0.15 1.5616
Cl -0.86 2.90 -6.41 -0.3971
Cl 1.77 -0.34 -1.27 0.0310
C -0.81 -1.32 0.70 0.4186
C -0.20 1.32 -8.99 0.4485
C 0.58 -1.25 -8.29 0.4686
O -1.36 -2.23 1.24 -0.1232
O -0.67 1.83 -9.90 -0.3198
O 0.77 -2.05 -9.06 -0.3311
N 0.35 1.09 1.53 -0.5449
C 0.45 1.47 2.65 0.6226
C 0.53 1.77 3.99 -0.0780
C -0.67 2.05 4.68 -0.0751
C -0.65 2.13 6.06 -0.1658
C 0.55 1.99 6.74 0.1401
C 1.75 1.82 6.06 -0.1736
C 1.77 1.74 4.68 -0.0645
H -1.59 2.17 4.09 0.2696
H -1.60 2.32 6.56 0.3040
H 0.55 2.03 7.81 0.2892
H 2.70 1.75 6.59 0.3071
H 2.69 1.62 4.10 0.2801
```

=====

Computed, not measured: a structure of composition C10H5NO5Sr at a distorted geometry, with ωB97M-V/def2-TZVPD.

Calculated values
net charge	+2
molecular weight	306.8	g mol⁻¹
E_LUMO	-8.209	eV

Structure (XYZ):
```
22
Properties=species:S:1:pos:R:3:nbo_charge:R:1
O -3.82 -2.34 1.41 -0.3303
C -3.16 -1.85 0.59 0.4050
Sr -1.24 -0.58 -0.73 1.6323
O -3.16 -1.18 -3.99 -0.3432
C -2.57 -0.99 -3.03 0.3941
C 0.17 0.52 -2.81 0.4034
O 0.81 0.99 -3.63 -0.3567
C 0.06 -2.60 -1.88 0.4063
O 0.70 -3.53 -2.09 -0.3377
C -2.38 1.76 -1.24 0.4070
O -2.85 2.82 -1.15 -0.3381
C 2.35 0.93 2.54 -0.1057
C 1.03 0.60 2.90 -0.2026
C 0.15 0.26 1.87 0.0046
N 0.60 0.28 0.59 -0.6541
C 1.87 0.56 0.21 0.0395
C 2.79 0.91 1.20 -0.2013
H 3.05 1.21 3.31 0.2609
H 0.64 0.61 3.92 0.2638
H -0.90 -0.02 2.02 0.1787
H 2.06 0.49 -0.87 0.2093
H 3.80 1.15 0.86 0.2647
```

=====

Computed, not measured: a structure of composition C10H6BeNO5 at a distorted geometry, with ωB97M-V/def2-TZVPD.

Calculated values
net charge	+1
molecular weight	229.2	g mol⁻¹
E_LUMO	-5.721	eV
ΔE to the lowest compared entry with this formula, charge and spin	124.55	kJ/mol

Structure (XYZ):
```
23
Properties=species:S:1:pos:R:3:nbo_charge:R:1
O -0.69 -1.85 -4.88 -0.4714
C -0.64 -2.13 -3.76 0.4774
Be -1.09 -0.22 0.44 1.5104
O -3.50 -0.28 -1.32 -0.3422
C -2.52 -0.41 -0.70 0.2400
C -2.03 -1.85 0.88 -0.0631
O -2.92 -1.93 1.69 -0.4222
C 0.27 -2.27 -0.03 0.3429
O 1.33 -2.84 0.10 -0.3705
C -1.09 -2.90 0.23 0.3312
O -1.51 -3.99 -0.13 -0.3487
H 0.14 -1.13 -0.47 0.0244
C 2.12 2.86 0.93 -0.0874
C 1.99 1.77 1.80 -0.2190
C 1.04 0.78 1.54 0.0667
N 0.17 0.89 0.50 -0.7576
C 0.35 1.85 -0.43 0.0659
C 1.29 2.86 -0.20 -0.2225
H 2.79 3.70 1.16 0.2633
H 2.58 1.70 2.70 0.2602
H 0.85 -0.07 2.19 0.2312
H -0.29 1.79 -1.31 0.2349
H 1.34 3.66 -0.92 0.2561
```

=====

Computed, not measured: a structure of composition C10H6Br2N2SbSe4Zn at a distorted geometry, with ωB97M-V/def2-TZVPD.

Calculated values
net charge	-1
molecular weight	817.0	g mol⁻¹
E_LUMO (alpha / beta)	0.606 / -0.041	eV

Structure (XYZ):
```
26
Properties=species:S:1:pos:R:3:nbo_charge:R:1
Zn 0.68 -0.67 1.60 1.4141
Br -1.50 5.09 -1.37 0.0690
C -0.96 3.49 -0.50 -0.0276
C -0.97 3.41 0.89 -0.2909
C -0.56 2.21 1.45 0.1006
N -0.20 1.16 0.75 -0.5403
C -0.19 1.23 -0.61 0.1369
C -0.57 2.42 -1.26 -0.2616
C 0.22 0.04 -1.30 0.2429
C 0.24 -0.07 -2.71 -0.2821
C 0.59 -1.27 -3.27 -0.0289
Br 0.62 -1.45 -5.16 0.0683
C 0.93 -2.37 -2.47 -0.2896
C 0.93 -2.16 -1.10 0.0922
N 0.58 -1.02 -0.53 -0.5693
H -1.26 4.25 1.51 0.2407
H -0.53 2.10 2.53 0.2489
H -0.54 2.50 -2.33 0.2285
H 0.00 0.77 -3.34 0.2272
H 1.21 -3.32 -2.88 0.2417
H 1.21 -2.95 -0.43 0.2553
Se -1.59 -3.02 4.41 -0.3135
Sb 0.95 -2.43 4.54 0.7515
Se 1.58 -3.02 2.14 -1.0203
Se 0.74 0.08 3.94 -1.0507
Se -1.63 -4.98 5.51 -0.6431
```

=====

Computed, not measured: a structure of composition C10H6Cl3F6N3O7RhS2 at a distorted geometry, with ωB97M-V/def2-TZVPD.

Calculated values
net charge	+1
molecular weight	667.6	g mol⁻¹
E_LUMO (alpha / beta)	-5.822 / -5.823	eV
ΔE to the lowest compared entry with this formula, charge and spin	161.79	kJ/mol

Structure (XYZ):
```
38
Properties=species:S:1:pos:R:3:nbo_charge:R:1
Rh 0.50 -0.68 0.75 1.3371
F -0.27 -5.23 -0.04 -0.2722
C 0.63 -4.29 0.07 0.7671
F 0.47 -3.66 1.24 -0.3092
F 1.85 -4.79 0.00 -0.2782
S 0.35 -3.07 -1.34 2.1990
O -0.37 -1.92 -0.67 -0.9467
O -0.40 -3.76 -2.32 -0.8207
N 1.76 -2.60 -1.86 -1.1457
S 2.45 -1.51 -0.99 2.1545
O 1.80 -0.19 -1.08 -0.9182
O 2.56 -1.87 0.43 -0.9329
C 4.16 -1.39 -1.70 0.8010
F 4.07 -0.82 -2.88 -0.2763
F 4.67 -2.59 -1.79 -0.2702
F 4.85 -0.64 -0.87 -0.2767
N -2.95 4.48 -2.49 -0.7906
C -2.40 4.41 -1.27 0.6351
O -2.41 5.33 -0.47 -0.5602
C -1.73 3.11 -0.87 -0.0240
C -1.70 1.95 -1.63 -0.2059
C -1.06 0.82 -1.15 0.0624
N -0.46 0.85 0.05 -0.3049
C -0.47 1.96 0.80 0.0510
C -1.10 3.11 0.37 -0.1830
H -3.40 5.35 -2.76 0.4276
H -2.95 3.73 -3.15 0.3982
H -2.17 1.87 -2.60 0.2384
H -1.03 -0.10 -1.70 0.2591
H 0.03 1.92 1.75 0.2338
H -1.11 4.00 0.97 0.2832
Cl -2.16 0.60 4.52 0.0889
C -0.81 -0.54 4.46 -0.2353
Cl 0.43 -0.11 5.62 0.1144
Cl -1.36 -2.20 4.71 0.0947
C -0.24 -0.51 3.05 0.7272
O -1.00 -0.52 2.03 -0.5365
O 0.99 -0.50 2.80 -0.5849
```

=====

Computed, not measured: an isolated molecule of C10H6N6O4 at a distorted geometry, with ωB97M-V/def2-TZVPD.

Calculated values
SMILES string	O=C(O)c1cnn2cc(-c3n[nH]cc3[N+](=O)[O-])cnc12
net charge	0
molecular weight	274.2	g mol⁻¹
E_LUMO	-1.031	eV
ΔE to the lowest compared entry with this formula, charge and spin	199.85	kJ/mol

Structure (XYZ):
```
26
Properties=species:S:1:pos:R:3:nbo_charge:R:1
O -0.77 -3.34 -4.47 -0.5802
O 1.05 0.58 4.45 -0.3751
O 2.09 0.10 2.56 -0.3591
N 0.74 -0.04 -2.01 -0.4470
N -1.25 -2.56 -0.33 -0.2660
N -0.48 2.95 0.89 -0.2082
O 0.92 -1.80 -4.27 -0.6794
C -0.17 -2.46 -3.87 0.7862
C 0.90 0.85 -0.97 0.1249
C -1.19 -3.10 -1.50 0.0693
C 0.11 1.76 1.11 0.1693
C 0.10 0.75 0.18 -0.2184
C -0.41 -2.19 -2.43 -0.3104
C -0.17 2.63 3.16 0.0141
C -0.69 -0.39 0.47 0.1459
C 0.03 -1.16 -1.67 0.2922
C 0.45 1.55 2.58 -0.0818
N -0.75 3.40 2.16 -0.3378
N -0.65 -1.37 -0.46 -0.1551
N 1.30 0.69 3.26 0.5185
H 1.27 -1.17 -3.56 0.5170
H 1.36 1.78 -1.26 0.2235
H -1.51 -4.07 -1.87 0.2418
H -0.05 2.93 4.23 0.2563
H -1.19 -0.65 1.39 0.2462
H -1.05 4.33 2.23 0.4132
```